{"formula": "C30H64N4O8S6", "method": "ωB97M-V/def2-TZVPD", "homo_energy_ev": -7.848, "e_lumo_ev": 0.0, "elements": ["C", "O", "H", "H", "H", "H", "C", "O", "H", "H", "H", "H", "N", "C", "C", "C", "C", "H", "H", "H", "H", "H", "N", "C", "C", "C", "C", "H", "H", "H", "H", "H", "N", "C", "C", "C", "C", "H", "H", "H", "H", "H", "N", "C", "C", "C", "C", "H", "H", "H", "H", "H", "C", "S", "O", "C", "H", "H", "H", "H", "H", "H", "C", "S", "O", "C", "H", "H", "H", "H", "H", "H", "C", "S", "O", "C", "H", "H", "H", "H", "H", "H", "C", "S", "O", "C", "H", "H", "H", "H", "H", "H", "C", "S", "O", "C", "H", "H", "H", "H", "H", "H", "C", "S", "O", "C", "H", "H", "H", "H", "H", "H"], "xyz": [[4.6440, 2.4176, -2.5576], [4.2784, 3.0011, -1.3224], [5.1842, 1.4675, -2.5120], [3.7464, 2.3040, -3.1648], [5.3912, 3.0759, -3.0106], [4.6897, 2.5000, -0.5974], [3.3982, -2.2219, -3.2134], [4.2232, -1.1352, -2.8223], [3.9377, -3.1383, -3.4686], [2.6517, -2.4920, -2.4673], [2.9750, -2.0007, -4.1928], [4.9842, -1.5327, -2.3899], [-5.4403, 1.0563, -0.6713], [-4.2951, 1.3522, -1.3599], [-3.2377, 1.5148, -0.4612], [-3.7659, 1.2810, 0.8076], [-5.1001, 0.9841, 0.6709], [-6.3421, 0.8383, -1.0553], [-4.3360, 1.4573, -2.4335], [-2.2338, 1.7805, -0.7476], [-3.2931, 1.3478, 1.7768], [-5.8873, 0.7400, 1.3670], [0.3165, 2.7761, -2.2267], [-0.8806, 2.7110, -2.8786], [-1.0703, 3.9040, -3.5331], [0.1097, 4.6896, -3.3114], [0.9420, 3.9719, -2.5022], [0.6139, 2.0350, -1.6097], [-1.3943, 1.7693, -2.7643], [-1.9894, 4.0945, -4.0651], [0.2450, 5.6663, -3.7480], [1.9384, 4.1423, -2.1249], [-2.6751, -4.3258, 2.7898], [-3.5384, -3.2538, 2.6892], [-3.1605, -2.5266, 1.5695], [-2.0773, -3.2166, 0.9379], [-1.8528, -4.3332, 1.7341], [-2.6323, -5.0128, 3.5226], [-4.2984, -3.0876, 3.4348], [-3.5601, -1.5973, 1.1919], [-1.4596, -2.9838, 0.0848], [-1.0442, -5.0495, 1.7338], [1.9780, 0.0131, -1.3180], [0.7839, -0.5400, -1.7943], [-0.1561, -0.2993, -0.8019], [0.4127, 0.5386, 0.1964], [1.7548, 0.7114, -0.1954], [2.8765, -0.0863, -1.7759], [0.8495, -1.1414, -2.6860], [-1.1880, -0.6162, -0.8412], [-0.0227, 0.9487, 1.0917], [2.5175, 1.3226, 0.2654], [-4.6187, -2.4535, -1.8205], [-4.7946, -2.2885, -3.6160], [-4.5631, -3.6545, -4.2146], [-6.5800, -2.0428, -3.6643], [-5.4354, -2.0217, -1.2425], [-3.6906, -1.9651, -1.5290], [-4.6488, -3.5248, -1.6206], [-6.9413, -1.2158, -3.0541], [-7.1517, -2.9461, -3.4510], [-6.7909, -1.8012, -4.7075], [6.1309, -0.0536, 0.0354], [5.4527, 0.7055, 1.5645], [4.7113, 1.9445, 1.1273], [4.1638, -0.5680, 1.9498], [6.4593, -1.0335, 0.3861], [6.9568, 0.5190, -0.3819], [5.3759, -0.1689, -0.7428], [3.5090, -0.8461, 1.1231], [3.4784, -0.1175, 2.6685], [4.6614, -1.4407, 2.3702], [-1.0993, 3.3971, 5.5575], [-1.2792, 2.1405, 4.2519], [-2.7865, 1.9203, 4.2112], [-0.8362, 3.1964, 2.8402], [-1.3643, 2.9778, 6.5278], [-1.7179, 4.2708, 5.3600], [-0.0571, 3.6941, 5.6949], [-1.4708, 4.0792, 2.7557], [-1.0995, 2.6004, 1.9651], [0.2217, 3.4465, 2.8337], [0.3227, -1.3262, 2.9859], [1.4980, -2.5439, 3.7068], [2.1895, -1.8622, 4.8592], [0.2677, -3.5716, 4.5747], [-0.4716, -0.9975, 3.6526], [-0.0453, -1.7000, 2.0298], [0.9662, -0.4992, 2.6837], [0.8664, -4.1019, 5.3135], [-0.2204, -4.3131, 3.9432], [-0.5066, -2.9416, 5.0086], [2.3316, 4.8853, 1.1332], [3.8669, 5.0382, 2.1410], [3.9064, 6.4220, 2.7481], [3.3652, 3.8794, 3.4867], [2.2956, 3.8919, 0.6858], [2.3644, 5.6253, 0.3351], [1.4605, 5.1008, 1.7498], [4.1245, 3.7183, 4.2485], [3.1960, 2.9151, 2.9999], [2.3971, 4.0950, 3.9418], [-0.3166, -5.7325, -3.2063], [0.2102, -3.9390, -3.2089], [0.9390, -3.5938, -4.5062], [-1.4740, -3.2998, -3.4757], [0.5817, -6.2973, -3.4615], [-1.1014, -5.9982, -3.9110], [-0.5271, -6.0121, -2.1738], [-1.3627, -2.2305, -3.2859], [-2.2003, -3.8263, -2.8636], [-1.6295, -3.3563, -4.5525]]}

---

{"formula": "C6H9NO", "method": "ωB97M-V/def2-TZVPD", "homo_energy_ev": -9.317, "e_lumo_ev": 0.9, "e_above_lowest_kcal_mol": 66.8, "elements": ["C", "C", "C", "C", "C", "C", "H", "H", "H", "H", "H", "H", "H", "H", "H", "N", "O"], "xyz": [[-1.1328, -0.4431, -0.0384], [-1.4580, 1.0147, -0.1986], [-0.0930, 1.6089, 0.3296], [0.9904, 0.6886, -0.2965], [1.9692, 0.0526, 0.4079], [1.2607, -1.2995, -0.0390], [-1.6421, 1.2518, -1.2878], [-2.3445, 1.3618, 0.2382], [0.0262, 2.7670, 0.0384], [0.1292, 1.4270, 1.3815], [1.4453, 0.8779, -1.2111], [2.9875, 0.1621, -0.1602], [1.8701, 0.2452, 1.4966], [0.9164, -1.9716, 0.7399], [2.0406, -1.7417, -0.7703], [0.1870, -0.5322, -0.5823], [-1.9945, -1.2983, 0.3276]]}

---

{"formula": "C57H59N4OP2SSi2Sr", "method": "ωB97M-V/def2-TZVPD", "homo_energy_ev": -2.857, "charge": -1, "e_lumo_ev": 1.9, "e_above_lowest_kcal_mol": 3.5, "elements": ["Sr", "N", "P", "C", "C", "C", "C", "C", "C", "C", "C", "C", "C", "C", "C", "P", "C", "C", "C", "C", "C", "C", "C", "C", "C", "C", "C", "C", "H", "H", "H", "H", "H", "H", "H", "H", "H", "H", "H", "H", "H", "H", "H", "H", "H", "H", "H", "H", "H", "C", "C", "C", "C", "C", "C", "C", "C", "S", "C", "N", "C", "C", "C", "C", "C", "C", "C", "C", "H", "H", "H", "H", "H", "H", "H", "H", "H", "H", "H", "H", "H", "H", "H", "H", "C", "Si", "C", "C", "C", "C", "C", "C", "C", "Si", "C", "C", "H", "H", "H", "H", "H", "H", "H", "H", "H", "H", "H", "H", "H", "H", "H", "H", "N", "C", "O", "C", "C", "C", "N", "C", "C", "H", "H", "H", "H", "H", "H"], "xyz": [[0.1840, 0.7203, 0.1083], [2.7116, -2.4132, 0.7205], [1.0766, -2.5919, 1.2263], [1.2770, -2.5349, 3.0548], [0.3870, -1.7819, 3.8084], [0.4770, -1.7453, 5.2022], [1.4887, -2.4394, 5.8421], [2.4057, -3.1822, 5.0929], [2.2917, -3.2349, 3.7115], [0.7781, -4.4096, 1.0014], [1.1115, -5.0160, -0.2143], [0.9236, -6.3862, -0.4065], [0.3714, -7.1624, 0.6018], [-0.0327, -6.5575, 1.7833], [0.1600, -5.1892, 1.9777], [3.0158, -1.1801, -0.4615], [2.8969, -2.1376, -2.0449], [3.9483, -2.8172, -2.6656], [3.7371, -3.5140, -3.8561], [2.4725, -3.5430, -4.4362], [1.4156, -2.8843, -3.8203], [1.6271, -2.1864, -2.6330], [4.8210, -1.0051, -0.2744], [5.5224, -0.2933, -1.2543], [6.8807, -0.0417, -1.1104], [7.5563, -0.4869, 0.0255], [6.8638, -1.1761, 1.0116], [5.4982, -1.4288, 0.8665], [3.2308, -3.2566, 0.5606], [-0.3729, -1.1966, 3.2997], [-0.2317, -1.1588, 5.7791], [1.5806, -2.3911, 6.9229], [3.2097, -3.7149, 5.5912], [3.0017, -3.8202, 3.1319], [1.5206, -4.4168, -1.0241], [1.2137, -6.8401, -1.3478], [0.2486, -8.2341, 0.4643], [-0.4915, -7.1507, 2.5657], [-0.1613, -4.7324, 2.9093], [4.9377, -2.8071, -2.2228], [4.5642, -4.0300, -4.3330], [2.3148, -4.0739, -5.3720], [0.4258, -2.8936, -4.2681], [0.8040, -1.6509, -2.1725], [4.9964, 0.0716, -2.1333], [7.4122, 0.5107, -1.8797], [8.6173, -0.2810, 0.1456], [7.3804, -1.5123, 1.9049], [4.9514, -1.9374, 1.6597], [-3.7364, -3.7068, 3.3971], [-4.8696, -4.0130, 2.4343], [-4.9377, -5.5390, 2.2456], [-6.1814, -3.5183, 3.0651], [-4.6683, -3.3415, 1.0674], [-5.6720, -3.5003, 0.0959], [-5.5671, -2.9399, -1.1590], [-4.4301, -2.1913, -1.4639], [-4.0200, -1.3711, -2.9208], [-2.5026, -0.8134, -2.2095], [-2.3284, -1.2088, -0.9785], [-3.4151, -2.0046, -0.5323], [-3.5370, -2.5935, 0.7401], [-1.5816, 0.0347, -3.0420], [-2.0122, 0.4120, -4.3282], [-1.1998, 1.1869, -5.1371], [0.0587, 1.5583, -4.6604], [0.4578, 1.1745, -3.3840], [-0.3424, 0.4103, -2.4982], [-3.9297, -4.1986, 4.3574], [-3.6470, -2.6287, 3.5841], [-2.7763, -4.0750, 3.0222], [-5.0976, -6.0344, 3.2132], [-3.9993, -5.9143, 1.8152], [-5.7572, -5.8260, 1.5759], [-6.3277, -3.9890, 4.0461], [-7.0504, -3.7591, 2.4418], [-6.1544, -2.4291, 3.2048], [-6.5616, -4.0881, 0.3283], [-6.3558, -3.0830, -1.8931], [-2.7153, -2.4510, 1.4378], [-2.9906, 0.1097, -4.6967], [-1.5370, 1.5005, -6.1187], [0.7174, 2.1556, -5.2856], [1.4528, 1.4841, -3.0550], [3.2445, 0.2377, 3.3818], [1.6440, 1.0880, 2.7225], [0.4892, 1.1670, 4.3113], [2.3146, 2.9316, 2.6847], [2.7909, 3.4774, 3.9067], [3.3808, 4.7366, 3.9870], [3.5065, 5.5126, 2.8321], [3.0342, 5.0131, 1.6210], [2.4374, 3.7295, 1.5041], [1.8950, 3.0814, -0.2422], [0.9561, 4.5732, -1.0434], [3.5776, 3.0314, -1.1763], [3.4207, 0.4496, 4.4590], [4.1121, 0.6229, 2.8176], [3.2164, -0.8581, 3.2580], [0.9768, 0.7476, 5.2147], [-0.4530, 0.6091, 4.1654], [0.2186, 2.2166, 4.5397], [2.7022, 2.8865, 4.8232], [3.7459, 5.1108, 4.9393], [3.9725, 6.4957, 2.8805], [3.1364, 5.6356, 0.7248], [1.5601, 5.5010, -1.1649], [0.0790, 4.8345, -0.4226], [0.5854, 4.2819, -2.0415], [4.0081, 4.0425, -1.3627], [3.4843, 2.5223, -2.1560], [4.3036, 2.4659, -0.5679], [-5.6015, 5.4940, 0.8622], [-4.4313, 5.4512, 1.5361], [-4.1270, 6.2913, 2.3196], [-3.4855, 4.2855, 1.2113], [-2.2978, 4.2240, 1.8797], [-1.4279, 3.1612, 1.6183], [-1.7201, 2.1986, 0.7434], [-2.8726, 2.2785, 0.0886], [-3.7792, 3.3125, 0.2942], [-6.2536, 6.1844, 1.1959], [-5.9888, 4.6650, 0.4513], [-2.0440, 4.9996, 2.5934], [-0.4595, 3.0851, 2.1268], [-3.0751, 1.4871, -0.6325], [-4.6863, 3.3281, -0.2926]]}

---

{"formula": "C16H24Cl27O2S", "method": "ωB97M-V/def2-TZVPD", "homo_energy_ev": -12.062, "charge": 1, "e_lumo_ev": -3.1, "e_above_lowest_kcal_mol": 0.0, "elements": ["C", "C", "O", "C", "O", "C", "C", "C", "S", "C", "H", "H", "H", "H", "H", "H", "H", "H", "H", "H", "H", "H", "H", "H", "H", "C", "Cl", "Cl", "Cl", "H", "C", "Cl", "Cl", "Cl", "H", "C", "Cl", "Cl", "Cl", "H", "C", "Cl", "Cl", "Cl", "H", "C", "Cl", "Cl", "Cl", "H", "C", "Cl", "Cl", "Cl", "H", "C", "Cl", "Cl", "Cl", "H", "C", "Cl", "Cl", "Cl", "H", "C", "Cl", "Cl", "Cl", "H"], "xyz": [[2.6407, 1.9513, -1.2062], [1.8360, 0.8483, -0.5331], [2.3952, -0.4488, -0.7806], [3.4988, -0.7540, -0.0477], [3.6458, -0.4562, 1.1020], [4.5006, -1.5536, -0.8304], [4.7344, -0.9620, -2.2310], [4.0936, -1.7964, -3.3455], [2.4134, -1.2241, -3.6598], [1.9963, -1.6804, -5.3436], [3.5598, 2.1791, -0.6712], [2.8294, 1.6460, -2.2384], [2.0390, 2.8555, -1.2463], [0.8360, 0.8669, -0.9627], [1.7307, 1.0559, 0.5257], [4.0680, -2.5482, -0.9613], [5.4224, -1.6492, -0.2706], [5.8025, -0.9512, -2.4385], [4.3964, 0.0695, -2.3020], [4.0926, -2.8642, -3.1449], [4.6679, -1.6612, -4.2624], [2.5463, 0.1110, -3.7104], [1.1438, -2.3523, -5.3229], [2.8467, -2.1346, -5.8441], [1.7185, -0.7821, -5.8897], [-2.0935, -2.4400, -3.7809], [-0.8075, -1.9687, -2.6571], [-1.3781, -2.9845, -5.3036], [-3.1133, -3.6921, -3.1015], [-2.6981, -1.5675, -3.9856], [-5.2668, -0.7326, -0.9896], [-3.9839, 0.3248, -0.3876], [-5.1387, -0.9814, -2.7410], [-5.2575, -2.2751, -0.1470], [-6.2163, -0.2465, -0.8094], [-1.5421, 4.0528, 4.0735], [0.1382, 4.6016, 4.1556], [-2.3515, 4.6924, 2.6405], [-1.6095, 2.2939, 4.0952], [-2.0640, 4.4150, 4.9528], [-2.5772, 8.9400, 3.8756], [-4.2505, 8.5308, 3.4970], [-2.4848, 9.9340, 5.3269], [-1.6048, 7.4749, 4.0479], [-2.1749, 9.5107, 3.0496], [7.8914, 0.7283, 0.5289], [9.4240, 0.7806, -0.3300], [6.5993, 1.4356, -0.4562], [7.4888, -0.9217, 1.0054], [7.9824, 1.3227, 1.4283], [-0.5901, -4.6514, -9.1206], [0.5015, -3.6077, -8.1863], [-0.1638, -6.3422, -8.9007], [-2.2650, -4.3536, -8.6712], [-0.4680, -4.4005, -10.1657], [-2.8593, 2.6591, 8.2633], [-1.9208, 1.2649, 7.7337], [-2.5550, 4.0599, 7.2192], [-4.5764, 2.2849, 8.3112], [-2.5381, 2.9207, 9.2625], [-2.7085, -1.6553, 2.9163], [-4.4249, -1.8870, 2.5912], [-2.5222, -0.6904, 4.3853], [-1.8714, -3.1991, 3.0645], [-2.2785, -1.1160, 2.0813], [-6.1861, -4.0033, 5.2813], [-7.9139, -4.2463, 5.0253], [-5.8921, -3.0025, 6.7032], [-5.3434, -5.5471, 5.4115], [-5.7901, -3.4803, 4.4228]]}

---

{"formula": "C4H5ClNS", "method": "ωB97M-V/def2-TZVPD", "homo_energy_ev": -15.283, "charge": 1, "e_lumo_ev": -6.5, "e_above_lowest_kcal_mol": 39.5, "elements": ["C", "C", "C", "C", "N", "S", "Cl", "H", "H", "H", "H", "H"], "xyz": [[-0.0256, 1.2118, -0.2682], [-0.6924, 2.3579, -0.1311], [-2.0944, 0.3700, -0.0295], [-0.3380, -1.2752, -0.0061], [-0.7657, 0.0961, -0.0691], [-2.4227, 1.9934, 0.0268], [-3.3655, -1.4155, 0.2807], [1.0445, 1.3259, -0.4149], [-0.3445, 3.3359, -0.4650], [-0.4006, -1.7607, -0.8907], [0.6739, -1.3413, 0.3440], [-0.9104, -1.6896, 0.7532]]}

---

{"formula": "C6H12N3", "method": "ωB97M-V/def2-TZVPD", "homo_energy_ev": [-11.290, -15.017], "spin_multiplicity": 3, "charge": 1, "e_lumo_ev": [-2.9, -8.8], "e_above_lowest_kcal_mol": 78.9, "elements": ["C", "C", "C", "C", "C", "C", "N", "N", "N", "H", "H", "H", "H", "H", "H", "H", "H", "H", "H", "H", "H"], "xyz": [[3.2393, 0.1822, -0.7378], [1.9119, 0.0999, -1.1304], [-2.7279, -0.5816, -0.3417], [-0.5997, 0.8982, 1.2944], [-1.4049, -0.1601, -0.8782], [-0.2813, -0.1079, 0.2779], [3.3202, -0.1056, 0.5270], [2.0821, -0.1271, 0.9747], [1.2334, -0.1859, -0.0392], [4.0143, 0.4194, -1.4570], [1.6600, 0.1570, -2.1550], [-3.4006, -0.7244, -1.1969], [-2.6997, -1.5632, 0.2112], [-3.0712, 0.1823, 0.3690], [-1.0818, 1.7574, 0.8634], [-1.2580, 0.3190, 1.9786], [0.2956, 1.1144, 1.8424], [-1.3852, 1.0075, -1.2615], [-1.1589, -0.8605, -1.6906], [-0.4861, -1.1697, 0.6749], [1.7988, -0.5514, 1.8747]]}